Entry 1:
Entry from the OMol25 dataset: a single C3H3N3O molecule (wB97M-V/def2-TZVPD).

Structure (XYZ):
```
10
Properties=species:S:1:pos:R:3:mulliken_charge:R:1
N 2.802 -0.144 0.177 -0.45
C 1.617 -0.406 0.061 0.45
N -0.249 1.768 0.153 -0.71
N -0.578 0.600 0.111 0.58
O -2.825 0.603 0.845 -0.37
C -2.022 0.211 0.059 -0.02
C 0.313 -0.590 0.044 -0.44
H 3.319 -0.039 -0.696 0.29
H -2.241 -0.425 -0.817 0.34
H -0.137 -1.578 0.063 0.33
```

Summary:
frontier orbital gap: 8.5 eV
highest occupied orbital energy: -8.4818 eV

Entry 2:
Entry from the OMol25 dataset: 2 unconnected molecules or ions with the total composition C3H3N3O at a distorted geometry (wB97M-V/def2-TZVPD).

Structure (XYZ):
```
10
Properties=species:S:1:pos:R:3:mulliken_charge:R:1
N 2.373 0.102 0.343 -0.58
C 1.370 -0.595 0.122 0.50
N 0.141 1.876 -0.280 -0.35
N -0.549 0.983 -0.192 0.37
O -2.329 0.419 1.193 -0.42
C -1.788 0.261 0.146 0.16
C 0.169 -1.017 -0.056 -0.75
H 2.919 0.337 -0.483 0.27
H -2.054 -0.357 -0.709 0.40
H -0.252 -2.010 -0.085 0.39
```

Summary:
frontier orbital gap (spin up / spin down): 8.6 / 8.6 eV
highest occupied orbital energy (spin up / spin down): -9.0263 / -9.0271 eV

Entry 3:
Entry from the OMol25 dataset: a single C3H3N3O molecule (wB97M-V/def2-TZVPD).

Structure (XYZ):
```
10
Properties=species:S:1:pos:R:3:mulliken_charge:R:1
N 2.395 0.380 0.998 -0.53
C 1.517 0.753 0.229 0.57
N 0.554 1.141 -0.424 -0.34
N -0.046 0.287 -1.331 -0.29
C -1.020 -0.422 -0.910 0.00
C -1.607 -0.473 0.468 0.06
O -1.415 0.345 1.334 -0.42
H 3.351 0.417 0.653 0.27
H -1.460 -1.083 -1.656 0.37
H -2.268 -1.346 0.639 0.30
```

Summary:
frontier orbital gap: 8.9 eV
highest occupied orbital energy: -9.4492 eV
SMILES: N=C=N/N=C\C=O

Entry 4:
Entry from the OMol25 dataset: a single C3H3N3O molecule at a distorted geometry (wB97M-V/def2-TZVPD).

Structure (XYZ):
```
10
Properties=species:S:1:pos:R:3:mulliken_charge:R:1
O -1.281 1.623 1.415 -0.63
C -0.634 0.947 0.534 0.60
C -1.095 -0.383 0.247 -0.22
C 0.118 -1.048 -0.194 -0.41
N 1.312 -0.435 -0.494 -0.06
N 1.264 0.992 -0.650 -0.30
N 0.367 1.596 0.091 -0.16
H -2.141 -0.630 0.729 0.32
H 0.050 -2.000 -0.380 0.50
H 2.040 -0.662 -1.298 0.35
```

Summary:
frontier orbital gap: 8.4 eV
highest occupied orbital energy: -9.3100 eV
SMILES: O=c1cc[nH]nn1

Entry 5:
Entry from the OMol25 dataset: 2 unconnected molecules or ions with the total composition C3H3N3O at a distorted geometry (wB97M-V/def2-TZVPD).

Structure (XYZ):
```
10
Properties=species:S:1:pos:R:3:mulliken_charge:R:1
N -0.227 1.243 -1.633 -0.46
C -0.091 0.803 -0.511 0.45
C 0.004 0.614 0.796 -0.48
C -0.248 -0.502 1.714 0.09
O -0.601 -1.631 1.459 -0.49
H 0.600 1.426 -2.189 0.31
H 0.245 1.565 1.258 0.30
H -0.107 -0.176 2.766 0.28
N 0.503 -1.548 -2.281 -0.15
N -0.079 -1.795 -1.379 0.15
```

Summary:
frontier orbital gap: 10.0 eV
highest occupied orbital energy: -9.7025 eV
SMILES: N=C=CC=O.N#N

Entry 6:
Entry from the OMol25 dataset: a single C3H3N3O molecule at a distorted geometry (wB97M-V/def2-TZVPD).

Structure (XYZ):
```
10
Properties=species:S:1:pos:R:3:mulliken_charge:R:1
N 2.543 0.051 0.328 -0.44
C 1.507 -0.553 0.109 0.44
N 0.018 1.692 -0.227 -0.66
N -0.483 0.609 -0.097 0.58
O -2.469 0.492 1.125 -0.38
C -1.892 0.265 0.112 -0.02
C 0.238 -0.794 -0.051 -0.53
H 3.062 0.312 -0.508 0.30
H -2.248 -0.320 -0.753 0.36
H -0.277 -1.754 -0.038 0.34
```

Summary:
frontier orbital gap: 8.9 eV
highest occupied orbital energy: -8.6741 eV

Entry 7:
Entry from the OMol25 dataset: a single C3H3N3O molecule at a distorted geometry (wB97M-V/def2-TZVPD).

Structure (XYZ):
```
10
Properties=species:S:1:pos:R:3:mulliken_charge:R:1
C 0.505 1.167 -0.227 0.10
N 1.434 0.261 -0.392 -0.44
C 1.097 -0.882 0.092 0.35
N 0.137 -1.692 0.229 -0.32
O -1.015 -1.057 -0.632 -0.35
C -1.475 0.062 -0.021 0.19
N -0.779 1.014 0.399 -0.42
H 0.762 2.308 -0.440 0.30
H 1.931 -1.274 0.817 0.27
H -2.597 0.094 0.176 0.33
```

Summary:
frontier orbital gap: 10.2 eV
highest occupied orbital energy: -10.4738 eV
SMILES: C1=NC=NOC=N1

Entry 8:
Entry from the OMol25 dataset: a single C3H3N3O molecule (wB97M-V/def2-TZVPD).

Structure (XYZ):
```
10
Properties=species:S:1:pos:R:3:mulliken_charge:R:1
O -1.475 -0.640 1.371 -0.48
C -0.564 -0.278 0.471 0.90
C -0.851 -0.274 -0.909 -0.31
N 0.046 0.158 -1.771 -0.31
N 1.225 0.611 -1.329 -0.44
C 1.448 0.549 -0.027 0.01
N 0.613 0.095 0.912 -0.58
H -1.030 -0.533 2.230 0.38
H -1.805 -0.616 -1.298 0.43
H 2.392 0.929 0.350 0.40
```

Summary:
frontier orbital gap: 9.9 eV
highest occupied orbital energy: -9.7730 eV
SMILES: Oc1cnncn1

Entry 9:
Entry from the OMol25 dataset: 2 unconnected molecules or ions with the total composition C3H3N3O at a distorted geometry (wB97M-V/def2-TZVPD).

Structure (XYZ):
```
10
Properties=species:S:1:pos:R:3:mulliken_charge:R:1
N 2.347 -0.387 0.628 -0.51
C 1.184 -0.514 0.262 0.64
C -0.079 -0.765 -0.003 -0.77
C -1.244 -0.228 0.876 0.14
O -1.602 -0.715 1.916 -0.43
H 2.939 0.315 0.190 0.28
H -0.287 -1.429 -0.847 0.37
H -1.716 0.665 0.426 0.36
N -0.945 1.304 -1.254 0.24
N -0.598 1.754 -2.193 -0.32
```

Summary:
frontier orbital gap: 9.9 eV
highest occupied orbital energy: -9.3378 eV
SMILES: N=C=CC=O.N#N

Entry 10:
Entry from the OMol25 dataset: a single C3H3N3O molecule at a distorted geometry (wB97M-V/def2-TZVPD).

Structure (XYZ):
```
10
Properties=species:S:1:pos:R:3:mulliken_charge:R:1
O -2.065 0.383 -0.283 -0.49
C -1.057 -0.625 0.245 -0.02
C 0.175 -0.108 0.208 0.44
C 0.995 1.057 0.163 -0.27
N 2.243 0.630 -0.039 -0.17
N 2.202 -0.651 -0.265 -0.31
N 1.043 -1.259 -0.116 -0.18
H -2.985 -0.046 -0.546 0.34
H -1.391 -1.594 0.657 0.34
H 0.839 2.211 -0.024 0.32
```

Summary:
frontier orbital gap: 8.5 eV
highest occupied orbital energy: -9.9616 eV
SMILES: O/C=C1\C=NN=N1

Entry 11:
Entry from the OMol25 dataset: a single C3H3N3O molecule (wB97M-V/def2-TZVPD).

Structure (XYZ):
```
10
Properties=species:S:1:pos:R:3:mulliken_charge:R:1
O 1.227 0.573 2.022 -0.47
C 1.220 0.640 0.815 -0.06
C 0.075 0.213 0.006 0.41
C 0.131 -0.521 -1.153 -0.33
N -1.057 -1.147 -1.334 -0.26
N -1.857 -0.807 -0.368 -0.47
N -1.189 -0.003 0.451 0.21
H 2.113 0.935 0.231 0.31
H 0.974 -0.652 -1.817 0.40
H -1.673 0.420 1.231 0.25
```

Summary:
frontier orbital gap: 10.3 eV
highest occupied orbital energy: -10.4837 eV
SMILES: O=Cc1cnn[nH]1

Entry 12:
Entry from the OMol25 dataset: 2 unconnected molecules or ions with the total composition C3H3N3O at a distorted geometry (wB97M-V/def2-TZVPD).

Structure (XYZ):
```
10
Properties=species:S:1:pos:R:3:mulliken_charge:R:1
N 2.281 -0.357 0.639 -0.48
C 1.145 -0.588 0.283 0.65
C -0.102 -0.909 -0.038 -0.69
C -1.214 -0.370 0.754 0.03
O -1.093 0.332 1.736 -0.51
H 2.739 0.481 0.289 0.30
H -0.285 -1.536 -0.904 0.34
H -2.217 -0.643 0.371 0.34
N -0.035 2.080 -1.270 0.13
N -0.901 2.245 -1.930 -0.13
```

Summary:
frontier orbital gap: 10.2 eV
highest occupied orbital energy: -9.6590 eV
SMILES: N=C=CC=O.N#N

Entry 13:
Entry from the OMol25 dataset: a single C3H3N3O molecule at a distorted geometry (wB97M-V/def2-TZVPD).

Structure (XYZ):
```
10
Properties=species:S:1:pos:R:3:mulliken_charge:R:1
H -0.528 -1.207 0.811 0.24
N 0.047 -0.726 1.497 -0.48
C 0.526 0.263 0.920 0.07
O 0.357 0.705 -0.372 -0.35
C -0.358 0.203 -1.375 0.04
N -0.313 -0.931 -1.885 -0.44
C 0.194 -2.036 -1.483 0.56
N 0.592 -3.044 -1.118 -0.42
H 1.207 0.834 1.534 0.38
H -0.861 0.933 -1.923 0.41
```

Summary:
frontier orbital gap: 10.5 eV
highest occupied orbital energy: -10.7995 eV
SMILES: [H]/N=C\O/C=N\C#N

Entry 14:
Entry from the OMol25 dataset: 2 unconnected molecules or ions with the total composition C3H3N3O at a distorted geometry (wB97M-V/def2-TZVPD).

Structure (XYZ):
```
10
Properties=species:S:1:pos:R:3:mulliken_charge:R:1
N -1.449 1.080 1.104 -0.41
C -0.606 0.713 0.336 0.59
C 0.488 0.498 -0.363 -0.71
C 1.566 -0.383 0.084 0.07
O 1.434 -1.448 0.651 -0.50
H -2.378 0.729 1.277 0.30
H 0.632 1.214 -1.142 0.38
H 2.565 0.062 -0.102 0.33
N -1.519 -1.261 -0.536 -0.04
N -0.733 -1.204 -1.308 -0.01
```

Summary:
frontier orbital gap: 9.5 eV
highest occupied orbital energy: -9.0546 eV
SMILES: N=C=CC=O.N#N

Entry 15:
Entry from the OMol25 dataset: a single C3H3N3O molecule at a distorted geometry (wB97M-V/def2-TZVPD).

Structure (XYZ):
```
10
Properties=species:S:1:pos:R:3:mulliken_charge:R:1
C 0.891 1.091 -0.222 0.07
N -0.320 1.267 -0.271 -0.35
C -1.416 0.575 0.218 0.15
N -1.399 -0.659 0.217 -0.29
N -0.362 -1.313 -0.406 -0.29
C 0.818 -1.048 -0.071 0.01
O 1.492 0.001 0.622 -0.32
H 1.559 1.622 -0.988 0.33
H -2.322 1.166 0.367 0.36
H 1.645 -1.574 -0.697 0.33
```

Summary:
frontier orbital gap: 10.1 eV
highest occupied orbital energy: -9.6640 eV
SMILES: C1=NC=NN=CO1

Entry 16:
Entry from the OMol25 dataset: a single C3H3N3O molecule at a distorted geometry (wB97M-V/def2-TZVPD).

Structure (XYZ):
```
10
Properties=species:S:1:pos:R:3:mulliken_charge:R:1
O 1.974 -0.421 0.175 -0.49
C 0.697 -0.065 0.135 0.80
C 0.254 1.258 0.033 -0.28
N -1.021 1.528 -0.181 -0.26
N -1.923 0.545 -0.401 -0.47
C -1.493 -0.705 -0.147 -0.01
N -0.207 -0.977 0.228 -0.51
H 2.008 -1.390 0.278 0.36
H 0.955 2.073 0.157 0.42
H -1.243 -1.845 -0.276 0.42
```

Summary:
frontier orbital gap: 9.9 eV
highest occupied orbital energy: -9.7743 eV
SMILES: Oc1cnncn1

Entry 17:
Entry from the OMol25 dataset: a molecular structure, C3H3N3O2 at a distorted geometry (wB97M-V/def2-TZVPD).

Structure (XYZ):
```
11
Properties=species:S:1:pos:R:3:mulliken_charge:R:1
C -0.454 -0.063 -0.001 0.59
C 0.540 1.508 -1.045 0.51
C 1.452 0.700 -0.105 -0.17
H -0.270 -1.570 1.987 0.46
H -2.097 -1.405 -0.295 0.44
H 2.440 0.880 0.125 0.45
N -1.407 -0.830 0.650 -0.42
N -0.697 0.825 -0.935 -0.51
N 0.762 -0.082 0.671 -0.36
O -0.881 -2.449 0.757 -0.49
O 0.612 2.487 -1.810 -0.49
```

Summary:
frontier orbital gap: 8.3 eV
highest occupied orbital energy: -10.5590 eV

Entry 18:
Entry from the OMol25 dataset: a single C3H3N3O2 molecule at a distorted geometry (wB97M-V/def2-TZVPD).

Structure (XYZ):
```
11
Properties=species:S:1:pos:R:3:mulliken_charge:R:1
C 1.418 0.243 -1.746 -0.42
C 1.966 0.131 -0.558 0.10
C -0.981 0.066 -0.021 -0.19
N 1.369 0.067 0.681 -0.98
N 0.049 0.118 0.746 0.48
N -2.199 -0.277 0.555 0.98
O -2.271 -0.273 1.812 -0.58
O -3.153 -0.570 -0.168 -0.51
H 0.852 0.193 -2.532 0.49
H 3.173 0.009 -0.538 0.27
H -0.224 0.292 1.768 0.35
```

Summary:
frontier orbital gap (spin up / spin down): 7.7 / 6.5 eV
highest occupied orbital energy (spin up / spin down): -9.2417 / -9.1529 eV

Entry 19:
Entry from the OMol25 dataset: a single C3H3N3O2 molecule at a distorted geometry (wB97M-V/def2-TZVPD).

Structure (XYZ):
```
11
Properties=species:S:1:pos:R:3:mulliken_charge:R:1
O 2.529 0.378 -0.017 -0.41
N 1.832 -0.909 0.152 -0.39
C 0.568 -0.430 -0.125 0.61
N 0.315 0.899 -0.240 -0.36
C -0.950 1.192 -0.084 0.17
O -2.008 0.367 0.172 -0.31
C -1.679 -0.954 0.069 0.09
N -0.474 -1.333 -0.273 -0.41
H 3.585 0.168 0.347 0.34
H -1.242 2.311 0.052 0.32
H -2.475 -1.690 -0.054 0.34
```

Summary:
frontier orbital gap: 8.7 eV
highest occupied orbital energy: -8.5198 eV
SMILES: ON=c1ncocn1

Entry 20:
Entry from the OMol25 dataset: a single C3H3N3O2 molecule at a distorted geometry (wB97M-V/def2-TZVPD).

Structure (XYZ):
```
11
Properties=species:S:1:pos:R:3:mulliken_charge:R:1
O -2.010 0.931 -0.354 -0.62
C -2.202 -0.296 0.067 0.15
N -1.030 -1.107 0.056 -0.53
C 0.023 -0.451 0.225 0.60
N 0.341 0.838 0.548 -0.27
N 1.705 1.083 -0.012 -0.41
C 2.142 -0.082 -0.289 0.04
O 1.225 -1.065 -0.094 -0.33
H -3.223 -0.547 0.037 0.42
H -0.429 1.368 -0.289 0.50
H 3.049 -0.480 -0.317 0.44
```

Summary:
frontier orbital gap: 9.8 eV
highest occupied orbital energy: -9.9211 eV
SMILES: O=C/N=c1\[nH]nco1

Energy relative to the best compared isomer or geometry (same formula, charge and spin) per entry: 4.740 5.472 3.092 4.890 1.287 5.077 4.206 1.097 1.741 4.816 1.606 0.803 2.388 2.191 3.897 4.144 10.136 12.245 5.403 4.542 eV
DFT total energy per entry: -355.46571 -355.43881 -355.52625 -355.46018 -355.59260 -355.45330 -355.48533 -355.59957 -355.57590 -355.46291 -355.58087 -355.61038 -355.55212 -355.55938 -355.49668 -355.48761 -430.54848 -430.47100 -430.72243 -430.75407 a.u.